17
Properties=species:S:1:pos:R:3 method="wB97M-V/def2-TZVPD" max_force_ha_per_bohr=0.064 e_above_lowest_ev=5.811 orbital_gap_ev=8.83 homo_energy_ev=-8.2461 charge=0
C -0.9911 0.9636 1.7880
C -2.2613 0.6908 1.0101
N 0.7368 0.1030 0.2300
H -0.1118 0.2686 1.3984
H 1.2124 1.0093 0.2137
H -0.7042 2.0115 1.7740
H -1.0534 0.6124 2.8217
H -2.4400 -0.3800 0.9146
H -2.1973 1.1153 0.0100
H -3.1277 1.1328 1.5072
N 0.9402 -0.2584 -2.2907
C 2.3038 -1.6697 -1.0845
N 1.5000 -0.6706 -1.1063
H 0.8148 -0.9999 -2.9737
H 0.0813 0.2405 -2.0920
H 2.8564 -1.8505 -0.1772
H 2.4410 -2.3187 -1.9431

---

17
Properties=species:S:1:pos:R:3 method="wB97M-V/def2-TZVPD" max_force_ha_per_bohr=0.046 e_above_lowest_ev=2.744 orbital_gap_ev=8.74 homo_energy_ev=-7.8432 charge=0 smiles="C=CN.NCN"
C 1.5625 2.8064 1.8171
C 1.3147 2.3708 0.5724
N 2.2777 2.0335 -0.3596
H 2.4610 3.4055 1.9180
H 0.9440 2.4393 2.6188
H 0.2889 2.2145 0.2512
H 3.2234 1.9436 -0.0148
H 2.0884 1.1742 -0.8498
N -1.7018 -3.0788 -1.2003
C -1.0751 -1.8150 -0.8131
N -1.7790 -1.2019 0.3560
H -2.1829 -3.5463 -0.4628
H -1.3536 -3.4070 -2.0755
H -1.1236 -1.0910 -1.6269
H -0.0530 -2.0544 -0.5195
H -2.2786 -0.4092 -0.0375
H -2.6129 -1.7844 0.4265

---

18
Properties=species:S:1:pos:R:3 method="wB97M-V/def2-TZVPD" max_force_ha_per_bohr=0.073 e_above_lowest_ev=2.573 orbital_gap_ev=9.73 homo_energy_ev=-8.8843 charge=0 smiles=C[C@H](O)NCNN
C 1.3273 0.2898 1.9279
C 0.0923 -0.4290 1.3777
O 0.4757 -1.6646 0.8074
N -0.6954 0.4174 0.5041
C -0.0120 0.9456 -0.6479
N -0.0405 -0.0494 -1.7147
N -1.5397 -0.5329 -1.8377
H 2.0915 0.3891 1.1600
H 1.7497 -0.2960 2.7401
H 1.0493 1.2743 2.2939
H -0.5631 -0.6807 2.2222
H 0.5005 -1.5790 -0.1562
H -1.5792 -0.1316 0.0132
H 1.0399 1.1890 -0.4688
H -0.5536 1.8595 -0.9445
H 0.2794 0.3664 -2.5933
H -2.1110 0.0824 -2.4160
H -1.5111 -1.4503 -2.2676

---

18
Properties=species:S:1:pos:R:3 method="wB97M-V/def2-TZVPD" max_force_ha_per_bohr=0.009 e_above_lowest_ev=1.582 orbital_gap_ev=8.69 homo_energy_ev=-7.8002 charge=0 smiles="N/C=C/N.NCO"
N 0.6196 -3.6028 0.4005
C 0.7075 -2.2107 0.5450
C 1.3558 -1.3908 -0.2726
N 1.3707 0.0265 -0.0953
H 0.0418 -4.0479 1.0907
H 0.4225 -3.9320 -0.5306
H 0.1813 -1.7643 1.3834
H 1.8708 -1.7592 -1.1517
H 2.1618 0.4592 -0.5507
H 1.4097 0.2848 0.8829
N -1.5880 2.8943 0.7916
C -0.9984 2.5596 -0.4957
O -1.1712 1.2248 -0.9008
H -2.5232 2.4978 0.8191
H -1.0720 2.4336 1.5338
H -1.4561 3.2081 -1.2491
H 0.0601 2.8198 -0.4578
H -0.3702 0.7327 -0.6392

---

18
Properties=species:S:1:pos:R:3 method="wB97M-V/def2-TZVPD" max_force_ha_per_bohr=0.015 e_above_lowest_ev=0.722 orbital_gap_ev=9.15 homo_energy_ev=-8.3525 charge=0
H -1.9302 -2.5050 -0.6628
N -1.5181 -2.0419 0.1441
C -0.6062 -1.2263 -0.2229
N -0.2192 -1.0078 -1.5376
N -0.0255 -0.4033 0.7080
C 1.3489 0.0610 0.6819
C 1.8141 0.4147 2.0802
H 0.5886 -0.4711 -1.7939
H -0.4479 -1.7615 -2.1625
H -0.5664 -0.3171 1.5522
H 1.9866 -0.7154 0.2479
H 1.4262 0.9480 0.0547
H 1.3174 1.3153 2.4430
H 1.5687 -0.3783 2.7921
H 2.8911 0.5420 2.0971
O -0.9430 3.1550 -1.4512
H -1.8418 3.0934 -1.0952
H -1.1455 3.3449 -2.3766

---

18
Properties=species:S:1:pos:R:3 method="wB97M-V/def2-TZVPD" max_force_ha_per_bohr=0.092 e_above_lowest_ev=4.394 orbital_gap_ev=9.36 homo_energy_ev=-8.5737 charge=0 smiles=CC(C)(O)N(N)N
C -0.7739 -1.4896 -1.0041
C -0.1047 0.1071 -0.4268
C -1.1767 1.2200 -0.5112
O 1.0358 0.4565 -1.1305
N 0.2530 -0.2582 0.9399
N 0.0016 0.8648 1.7907
N 1.5537 -0.6279 1.0921
H -1.7781 -1.4959 -0.5069
H -0.7818 -1.2316 -2.1619
H -0.1151 -2.2977 -0.5893
H -0.7222 2.1079 -0.6070
H -1.7637 1.0834 -1.3869
H -1.9461 1.2995 0.4052
H 1.4724 -0.2950 -1.4106
H 0.4051 0.5989 2.7056
H 0.6103 1.5861 1.5011
H 2.1640 -0.0858 0.4591
H 1.6661 -1.5426 0.8414

---

18
Properties=species:S:1:pos:R:3 method="wB97M-V/def2-TZVPD" max_force_ha_per_bohr=0.045 e_above_lowest_ev=1.200 orbital_gap_ev=9.39 homo_energy_ev=-8.6261 charge=0
H -0.3075 -0.4675 -2.9313
N -0.9053 -0.3432 -2.1270
C -0.3700 -0.5198 -0.9770
N 0.7996 -1.2397 -0.7391
N -1.1380 -0.3298 0.1592
C -0.7792 0.5355 1.2658
C -0.4314 -0.1285 2.6224
H 0.8849 -1.6419 0.1694
H 1.4513 -1.1302 -1.4897
H -2.1131 -0.3772 -0.0658
H 0.0264 1.1770 0.8912
H -1.5445 1.3013 1.4463
H 0.6284 -0.3578 2.6566
H -0.6834 0.6178 3.3774
H -1.1533 -0.9353 2.7243
O 2.0380 0.9310 -2.4879
H 2.4787 1.7544 -2.2335
H 1.1185 1.1537 -2.2614

---

18
Properties=species:S:1:pos:R:3 method="wB97M-V/def2-TZVPD" max_force_ha_per_bohr=0.077 e_above_lowest_ev=5.927 orbital_gap_ev=8.76 homo_energy_ev=-7.9055 charge=0
C 1.1270 1.1330 -2.7217
C -0.8807 0.4934 -1.2722
C -1.2652 -1.1699 2.6790
N 1.4137 -0.0804 -0.8610
N 0.9960 -0.8612 2.0760
N 0.6317 0.4847 -1.5472
O -0.3792 -0.5211 1.8400
H 1.7665 0.4382 -3.1757
H 0.3261 1.4878 -3.4745
H 1.8109 1.9950 -2.4670
H -1.2582 1.5227 -0.9291
H -1.3721 0.0882 -2.1626
H -1.1406 -0.2333 -0.4925
H -0.7480 -1.9895 3.1698
H -2.2001 -1.4969 2.1636
H -1.6198 -0.4296 3.5432
H 1.3818 -0.8024 1.1293
H 1.4104 -0.0588 2.5027

---

18
Properties=species:S:1:pos:R:3 method="wB97M-V/def2-TZVPD" max_force_ha_per_bohr=0.034 e_above_lowest_ev=3.970 orbital_gap_ev=9.55 homo_energy_ev=-8.6182 charge=0
C -1.1242 -1.8220 -2.1049
C -0.3989 -1.6741 -0.7966
N 0.5220 -0.8347 -0.5326
N 0.8477 0.1770 -1.3600
H -1.8564 -2.6217 -2.0485
H -1.6261 -0.8919 -2.3817
H -0.4173 -2.0601 -2.9021
H -0.5573 -2.4269 -0.0382
H 0.8939 1.0673 -0.8818
H 0.4713 0.2316 -2.3006
C -0.4669 1.2811 1.8887
N 0.9781 1.1418 1.4625
O 1.8830 1.7025 2.4184
H -0.5853 0.9657 2.9291
H -1.1542 0.7048 1.2754
H -0.7238 2.3391 1.8242
H 1.2030 0.1461 1.4776
H 2.1114 2.5745 2.0712

---

18
Properties=species:S:1:pos:R:3 method="wB97M-V/def2-TZVPD" max_force_ha_per_bohr=0.100 e_above_lowest_ev=2.741 orbital_gap_ev=9.06 homo_energy_ev=-12.1445 charge=+1
C 1.1105 1.0504 -0.4180
C -2.8455 -0.9004 0.1248
C 1.4981 -0.1285 0.0569
N -0.1412 1.6387 0.1142
N -2.1543 -0.1026 -0.5853
N 2.7655 -0.5631 -0.3638
N 0.7078 -0.9734 0.7622
H 1.6243 1.8492 -1.0862
H -3.4488 -1.7031 -0.3498
H -2.9611 -0.8622 1.2918
H 0.0319 1.8288 1.1430
H -1.0121 0.9761 -0.1311
H -1.9798 -0.0778 -1.5838
H 3.0264 -0.5250 -1.2895
H 2.9805 -1.4834 0.0858
H 1.1104 -1.7298 1.3047
H -0.1137 2.4936 -0.2705
H -0.1989 -0.7875 1.1947

---

18
Properties=species:S:1:pos:R:3 method="wB97M-V/def2-TZVPD" max_force_ha_per_bohr=0.117 e_above_lowest_ev=5.215 orbital_gap_ev=9.84 homo_energy_ev=-13.1015 charge=+1
C -0.5133 -0.1834 -1.8388
C -0.1598 -0.4464 -3.1524
C 1.6496 1.4255 0.4414
N -0.2718 0.0383 0.6246
N -0.3530 -0.1365 -0.6630
N -1.3342 -1.4415 2.4811
N 0.3641 1.1603 1.0744
H 0.8502 -1.0493 -3.1753
H 0.0101 0.6273 -3.6433
H -0.9452 -0.9991 -3.6674
H 1.7468 2.3442 -0.1767
H 2.5043 1.2671 1.1572
H 1.9306 0.5667 -0.2495
H -2.1978 -1.0629 2.6214
H -1.4381 -2.4668 2.4798
H -0.7388 -1.0731 3.3388
H -0.7486 -0.5384 1.4893
H -0.3552 1.9680 0.8585

---

18
Properties=species:S:1:pos:R:3 method="wB97M-V/def2-TZVPD" max_force_ha_per_bohr=0.149 e_above_lowest_ev=6.162 orbital_gap_ev=8.65 homo_energy_ev=-12.0563 charge=+1 smiles="CNN(N)/C=C/[NH3+]"
C 2.1883 1.1856 -0.0408
N 1.9684 -0.1561 0.4329
N 0.7230 -0.6848 0.1804
N 0.7360 -1.7270 -0.7193
C -0.3601 -0.0715 0.4955
C -1.7920 -0.5565 -0.0666
N -2.9571 0.3922 0.1699
H 1.7633 1.8466 0.6118
H 3.3355 1.2021 -0.0633
H 1.7761 1.2072 -1.0500
H 2.3998 -0.3028 1.3588
H 0.7388 -1.3705 -1.7338
H 1.5213 -2.4749 -0.5407
H -0.3113 0.7230 1.3637
H -1.7623 -0.9229 -0.9997
H -2.6254 1.2626 0.3888
H -3.7011 0.0650 0.8744
H -3.6411 0.3829 -0.6620

---

18
Properties=species:S:1:pos:R:3 method="wB97M-V/def2-TZVPD" max_force_ha_per_bohr=0.027 e_above_lowest_ev=0.705 orbital_gap_ev=11.18 homo_energy_ev=-13.8699 charge=+1
N 1.4441 -2.1622 0.7597
C 1.3030 -0.8487 0.5117
N 2.0885 -0.3259 -0.4619
N 0.5685 -0.0756 1.2914
H 0.7356 -2.6031 1.3142
H 2.0484 -2.7394 0.2029
H 2.3718 -0.9599 -1.1985
H 1.7274 0.5172 -0.8881
H 0.6443 -0.3078 2.2730
C -1.3921 1.3970 -0.9094
C -1.7928 0.2591 -1.4301
N -1.2685 1.5470 0.5318
H -1.1041 2.2754 -1.4626
H -1.7053 0.0781 -2.4941
H -2.1393 -0.5368 -0.7899
H -2.1174 1.2725 1.0238
H -0.3727 0.7256 0.8960
H -1.0392 2.4874 0.8301

---

19
Properties=species:S:1:pos:R:3 method="wB97M-V/def2-TZVPD" max_force_ha_per_bohr=0.074 e_above_lowest_ev=4.967 orbital_gap_ev="9.01 / 9.01" homo_energy_ev="-13.7413 / -13.7429" charge=+1
C 1.7539 0.0890 0.0144
C -1.3648 0.0587 -1.3650
C -1.1316 -1.0893 0.7801
N 0.7545 0.8628 0.0051
N 2.9816 0.6747 -0.0345
N -1.8028 1.1465 0.6535
N -1.1003 0.1633 0.0611
O 1.7064 -1.2484 0.0185
H -1.0784 0.9860 -1.8587
H -0.7870 -0.7593 -1.7920
H -2.4281 -0.1279 -1.5334
H -0.8815 -0.9359 1.8280
H -2.1345 -1.5224 0.7166
H -0.4206 -1.7874 0.3459
H 3.0032 1.6792 0.0409
H 3.7753 0.1844 0.3472
H -1.6531 1.2359 1.6513
H -1.7769 2.0339 0.1648
H 2.5845 -1.6437 -0.0439